No. 1
52
Properties=species:S:1:pos:R:3:forces:R:3 method="wB97M-V/def2-TZVPD" homo_energy_ev="2.04 / 1.37" homo_lumo_gap_ev="2.36 / 3.06" charge=-2
C 2.141695 -2.138239 -0.377832 1.2 1.1 2.0
I 0.780826 -3.617007 -2.635981 -0.8 -0.9 -1.5
H 3.186791 -2.380137 -0.177804 0.3 -0.4 -0.1
H 2.065022 -1.661606 -1.358893 -0.2 -0.4 0.3
H 1.541599 -3.051484 -0.285775 0.2 0.6 -0.2
C -3.525656 -0.971010 1.679499 0.1 -0.4 0.0
C -2.798576 -1.994594 2.170729 -0.3 0.1 -0.2
N -1.501195 -1.820213 1.744196 0.4 -0.8 0.7
C -1.363917 -0.643167 1.019570 -0.3 0.5 -0.9
N -2.668554 -0.190726 0.941305 -1.2 0.8 0.0
H -4.580135 -0.759236 1.733994 0.1 0.0 0.1
H -3.117406 -2.838969 2.761449 0.2 0.1 0.0
C 1.452513 2.436725 -2.876410 0.0 -0.1 0.0
C 1.084877 1.206033 -1.005978 0.7 2.4 -2.6
N 0.529752 1.738925 -2.140216 0.7 -0.3 0.4
H 3.592094 2.749310 -2.475832 0.0 0.0 0.1
N 2.395940 1.611949 -1.076463 -1.0 -0.3 -0.4
H 1.182492 2.935132 -3.790133 0.1 0.0 0.0
Ga 0.203017 0.308508 0.428332 0.5 -1.8 2.5
C 1.737137 -1.142685 0.699333 -1.7 1.5 -0.3
O 2.231533 -1.010376 1.809263 1.2 -1.1 0.2
C 2.626476 2.348971 -2.222941 -0.1 -0.1 0.2
C 3.438086 1.304821 -0.127657 0.5 -0.2 0.6
H 4.250299 2.023132 -0.292080 -0.2 -0.1 0.1
H 3.836829 0.288225 -0.275716 -0.3 0.3 0.1
H 3.061269 1.404034 0.900574 0.0 -0.1 -0.4
C -0.838660 1.603247 -2.564242 -0.8 0.0 -0.2
H -0.941987 2.107372 -3.537314 0.0 -0.2 0.3
H -1.495179 2.104429 -1.843766 0.2 -0.1 -0.2
H -1.123549 0.542835 -2.680164 0.2 0.4 0.2
C -3.207000 0.879334 0.142010 -0.2 0.1 0.2
H -4.149709 0.533427 -0.307295 0.1 0.0 -0.1
H -2.511641 1.150738 -0.654979 -0.3 -0.1 0.4
H -3.435164 1.759929 0.761082 0.3 -0.1 -0.3
C -0.506678 -2.848161 1.930007 0.0 -0.2 0.2
H -0.215033 -3.298777 0.970483 -0.1 0.2 0.1
H -0.961901 -3.633150 2.550310 0.2 0.2 -0.2
H 0.383148 -2.469440 2.443318 -0.2 0.0 -0.1
Br -1.079927 1.007776 4.295335 -0.3 0.0 0.6
C -1.163342 2.904874 4.092796 -0.4 1.0 2.2
C -1.632765 3.721286 5.135845 0.6 -2.0 -1.1
C -1.822860 5.086344 4.902673 -0.3 0.9 1.4
C -1.543719 5.639726 3.643259 0.4 -0.6 -1.4
C -1.065883 4.813304 2.617668 -0.9 1.9 0.8
C -0.796954 3.459871 2.855734 1.0 -2.3 -2.0
C -0.375328 2.517234 1.753242 -0.1 1.2 1.6
O -1.002512 2.541787 0.663998 0.4 -0.2 -0.9
O 0.585209 1.658232 1.979047 -0.5 0.0 -1.2
H -1.837316 3.264217 6.105338 -0.1 0.1 -0.2
H -2.192124 5.704897 5.731399 0.2 -0.1 -0.4
H -1.710882 6.706372 3.486500 0.1 -0.2 -0.2
H -0.883994 5.221756 1.629831 0.0 0.0 0.0

---

No. 2
62
Properties=species:S:1:pos:R:3:forces:R:3 method="wB97M-V/def2-TZVPD" homo_energy_ev=-12.17 homo_lumo_gap_ev=8.13 charge=+1
C 1.147849 -3.892719 1.987137 0.1 0.2 -1.0
C 0.338926 -2.770963 1.316306 1.2 -1.0 1.0
O 0.130237 -3.176568 -0.048620 -0.3 1.0 -0.1
B -0.722832 -2.376735 -0.791074 -0.3 -0.6 0.3
O -2.031287 -2.698793 -0.887739 0.0 0.5 0.3
C -0.227890 -1.006267 -1.538365 0.1 -1.5 -0.3
C 0.701350 -1.420853 -2.716173 0.2 -1.2 0.2
Br -0.304049 -2.814047 -3.687731 -0.7 0.8 0.0
C 2.078124 -2.017566 -2.258573 0.8 1.1 -0.9
C 3.188555 -0.927915 -2.370634 -0.2 0.0 0.6
Br 2.659149 -3.437520 -3.494730 0.5 0.1 0.7
N 0.428332 -0.162309 -0.495309 0.0 1.7 -0.3
C 0.154028 1.195737 -0.761406 0.3 -0.3 -0.9
N 0.007922 2.063032 0.172620 0.2 -0.8 0.2
C 0.113555 1.630820 1.592470 -0.6 1.1 0.8
C -1.294677 1.247068 2.118528 0.0 -0.4 0.0
C -1.352390 -0.051921 2.901461 -0.2 0.5 -0.7
C -0.377123 -0.452506 3.791392 0.2 0.8 -0.4
C -0.521680 -1.631153 4.481939 1.2 -0.2 0.9
C -1.608719 -2.450204 4.303484 -0.1 -0.2 0.1
C -2.579685 -2.033754 3.415614 -0.8 -1.0 0.1
C -2.465821 -0.852121 2.729979 -0.4 0.1 -0.4
C -0.293223 3.472147 -0.086902 0.5 2.0 0.1
F -1.363653 3.854795 0.688557 0.0 -0.7 0.1
C 0.888784 4.419500 0.255834 -0.5 0.1 -0.5
C 1.031923 5.429576 -0.896230 -0.2 0.1 -0.1
N 0.004202 1.560941 -2.133040 -0.5 -0.2 0.6
C -1.200281 0.874375 -2.595678 -0.8 0.4 -0.4
Cl -2.595162 1.905944 -2.078912 0.2 -0.4 -0.1
P -1.349389 0.831774 -4.491652 -0.3 1.0 -0.6
O -1.875096 2.098516 -5.012327 -0.1 0.2 0.0
O -1.415525 -0.365569 -1.973243 0.8 0.4 0.1
H 2.020204 -4.058782 1.339990 0.0 0.0 0.3
H 1.503581 -3.606583 2.978823 -0.3 -0.1 0.0
H 0.591053 -4.833663 1.973065 0.0 0.2 0.4
H 0.976310 -1.878290 1.366810 -0.4 0.1 -0.1
H -0.588608 -2.617818 1.877396 0.0 0.2 -0.5
H -2.259823 -3.369276 -0.229387 0.0 -0.2 -0.3
H 0.911828 -0.647743 -3.457611 -0.2 -0.1 0.1
H 2.095021 -2.369838 -1.226986 -0.4 -0.6 -0.4
H 4.141727 -1.384405 -2.638711 -0.1 0.1 0.0
H 2.943277 -0.147735 -3.099431 0.1 -0.2 0.0
H 3.370201 -0.454080 -1.391007 -0.1 0.1 -0.2
H 1.449747 -0.223894 -0.514680 -0.1 -0.6 0.4
H 0.441711 2.526293 2.131227 0.1 -0.2 -0.2
H 0.877950 0.870856 1.740793 -0.2 -0.1 -0.3
H -1.964660 1.178627 1.252846 0.1 -0.1 0.2
H -1.719080 2.037332 2.748316 0.3 0.1 -0.2
H 0.488142 0.193915 3.930066 0.0 -0.3 0.2
H 0.268376 -1.883431 5.186850 -0.2 -0.2 -0.1
H -1.698105 -3.384788 4.845774 0.0 0.1 -0.1
H -3.449379 -2.666236 3.250526 0.1 0.1 0.0
H -3.265150 -0.563261 2.051700 0.2 0.1 0.0
H -0.591913 3.660810 -1.115853 0.0 -0.7 0.0
H 0.596473 4.985619 1.145698 0.2 -0.4 0.1
H 1.805953 3.851825 0.445090 -0.1 0.2 0.0
H 1.895571 6.086808 -0.774403 0.0 -0.3 -0.1
H 0.153747 6.086300 -0.940192 0.1 -0.2 0.1
H 1.060287 4.925074 -1.869799 0.3 0.1 0.2
H 0.835526 1.294609 -2.655428 -0.1 -0.1 0.0
H -0.040273 0.642267 -5.003039 0.0 -0.6 0.5
H -2.144119 -0.295230 -4.785425 0.4 -0.2 0.4

---

No. 3
72
Properties=species:S:1:pos:R:3:forces:R:3 method="wB97M-V/def2-TZVPD" homo_energy_ev=-7.72 homo_lumo_gap_ev=8.36
C 0.803985 -4.999229 1.906756 0.1 -0.1 0.2
H 1.554251 -4.435192 2.470213 0.0 0.0 0.0
O 0.360456 -4.283929 0.779631 -0.1 0.2 -0.3
C -0.235805 -3.075952 0.970177 -0.1 0.1 0.0
C -0.460718 -2.482470 2.206701 0.1 -0.4 0.0
C -1.039290 -1.226918 2.276334 -0.2 0.1 -0.3
C -1.402019 -0.536250 1.131112 -0.2 -0.2 0.2
C -1.227838 -1.160396 -0.101104 0.0 0.0 0.1
C -0.646916 -2.406756 -0.185123 0.1 -0.2 0.0
H -0.502135 -2.890356 -1.138800 0.0 -0.1 -0.1
H -1.556698 -0.661893 -1.000297 0.0 0.1 -0.2
C -1.955714 0.863910 1.196973 -0.1 -0.3 0.3
N -1.208262 1.791497 0.357672 0.0 0.2 0.0
C 0.134585 1.740537 0.225788 0.0 0.1 0.0
O 0.727228 2.282570 -0.706023 0.2 0.0 0.0
C 0.867029 0.992895 1.263907 0.3 0.3 0.4
C 0.934677 1.153954 2.631994 -0.1 0.2 -0.5
C 1.825621 0.190916 3.118325 0.3 -0.2 -0.1
C 2.283792 -0.548038 2.040035 -0.2 0.4 0.4
N 1.710448 -0.017057 0.925017 0.0 -0.1 -0.1
H 1.856667 -0.334359 -0.018196 0.0 0.0 0.0
C 3.139854 -1.716469 2.003710 0.3 -0.5 -0.1
C 3.219617 -2.525579 0.867007 0.0 0.2 0.2
C 4.013770 -3.656030 0.858571 0.1 -0.1 0.0
C 4.745479 -4.006893 1.980807 0.0 -0.1 0.0
C 4.676411 -3.213801 3.115104 0.0 0.0 0.1
C 3.884677 -2.082600 3.127934 -0.1 0.1 -0.1
H 3.843905 -1.467035 4.012874 0.0 0.1 0.1
H 5.245145 -3.479499 3.994351 0.0 0.0 0.1
H 5.363969 -4.891820 1.972394 0.1 -0.1 0.0
H 4.055569 -4.271258 -0.028148 0.0 0.0 -0.1
H 2.640079 -2.290119 -0.013494 -0.1 0.0 -0.1
H 2.085097 0.045291 4.147740 0.1 -0.1 0.2
H 0.411718 1.890696 3.209127 -0.2 0.2 0.1
C -1.952087 2.644242 -0.580848 0.0 0.3 0.0
C -3.179167 3.219997 0.035620 -0.5 -0.6 -0.5
C -4.488949 2.843280 0.039743 0.6 0.1 -0.1
C -5.176008 3.815874 0.807464 0.4 0.4 0.3
C -4.239769 4.715013 1.222382 -0.9 -0.1 0.1
O -3.023215 4.359383 0.756897 0.3 0.2 0.1
C -4.348275 5.945353 2.049624 0.3 -0.2 -0.2
H -5.378772 6.087593 2.360025 0.0 0.0 0.0
H -4.023088 6.815597 1.480727 0.0 0.1 0.0
H -3.715279 5.867462 2.932729 0.0 0.0 0.1
H -6.225380 3.839546 1.018381 -0.2 0.1 0.1
H -4.907244 1.996849 -0.463804 0.0 -0.2 -0.1
H -1.275419 3.469523 -0.833868 -0.1 -0.2 0.0
C -2.227892 1.802104 -1.844648 0.3 0.6 0.2
O -3.243278 1.162869 -2.019361 -0.4 -0.3 0.1
N -1.185728 1.831617 -2.694279 0.4 0.0 -0.3
H -0.329358 2.270566 -2.367936 -0.2 0.0 0.1
C -1.066659 0.943294 -3.825806 0.0 -0.5 -0.2
H -1.979547 0.346596 -3.888174 0.1 0.1 0.0
H -0.963223 1.524303 -4.748521 0.0 -0.1 0.0
C 0.153435 0.022917 -3.662148 -0.2 0.3 0.3
C 1.481937 0.799584 -3.670493 0.0 -0.3 0.0
H 1.844956 1.012454 -2.667788 0.0 0.1 0.0
C 2.401924 -0.117665 -4.473159 -0.2 -0.1 -0.1
H 3.211591 0.413421 -4.967313 0.1 0.0 0.0
C 1.408188 -0.727081 -5.459506 0.3 0.0 -0.2
H 1.714045 -1.697505 -5.853732 0.0 0.1 0.0
O 0.214815 -0.919095 -4.724025 -0.2 0.0 0.0
H 1.228656 -0.041172 -6.300397 0.0 -0.1 0.0
H 2.821443 -0.897209 -3.836022 0.0 0.0 0.0
H 1.352703 1.745864 -4.198895 0.0 0.1 0.0
H 0.037689 -0.545728 -2.728066 0.0 0.1 0.0
H -2.983062 0.867354 0.823028 0.1 0.0 0.1
H -1.966673 1.217787 2.233264 -0.1 -0.1 -0.1
H -1.193383 -0.775216 3.244912 0.0 0.1 0.1
H -0.177930 -2.978628 3.121027 0.1 -0.1 0.1
H 1.257794 -5.909046 1.517461 0.0 0.0 0.1
H -0.028426 -5.264470 2.566437 0.0 0.0 0.0

---

No. 4
10
Properties=species:S:1:pos:R:3:forces:R:3 method="wB97M-V/def2-TZVPD" homo_energy_ev=-7.68 homo_lumo_gap_ev=8.09
C 1.187775 1.626664 1.064406 0.1 0.3 0.2
C -1.090698 0.170349 -0.533121 -0.4 -0.5 -1.6
N -0.411995 -1.206497 -0.121111 2.0 0.3 0.8
O 1.043927 2.721906 0.863440 -0.8 3.7 -1.0
O 1.441721 0.569330 1.382604 0.6 -3.9 0.9
F 0.167544 0.678286 -1.131472 -0.9 0.0 -0.1
H -1.800916 -0.093327 -1.509668 2.0 0.2 2.1
H 0.186238 -1.581417 -0.887253 -0.6 0.1 0.4
H 0.327156 -0.957279 0.655476 -2.0 -0.5 -1.6
H -1.050752 -1.928015 0.216699 0.1 0.3 0.0

---

No. 5
105
Properties=species:S:1:pos:R:3:forces:R:3 method="wB97M-V/def2-TZVPD" homo_energy_ev=-7.37 homo_lumo_gap_ev=4.87 charge=+1
Ca -0.606994 -0.573070 -0.409045 0.4 0.7 0.1
N 3.872422 -3.184316 0.045836 0.0 0.0 0.0
C 3.646734 -2.204655 -1.085617 0.1 -0.1 0.0
C 2.560410 -2.795603 -1.979971 0.0 0.0 0.0
C 1.909971 -1.750011 -2.906775 0.0 0.0 0.1
N 0.523058 -1.535382 -2.492135 -0.1 0.0 -0.2
C 2.668808 -0.424579 -2.875076 0.0 0.0 0.0
C 2.821268 0.188235 -1.480246 -0.1 -0.1 0.0
N 1.528701 0.725095 -0.994223 0.1 0.2 -0.1
C 3.361164 -0.841176 -0.461840 0.0 0.0 0.0
H 2.971293 -3.269828 0.571835 0.0 0.0 0.0
H 4.591747 -2.861349 0.693271 0.0 0.0 0.0
H 4.130002 -4.108554 -0.300892 0.0 0.0 0.0
H 4.592667 -2.166569 -1.628814 0.0 0.0 0.0
H 1.781706 -3.261301 -1.369333 0.0 0.0 0.0
H 3.007932 -3.592937 -2.578172 0.0 0.0 0.0
H 1.953220 -2.132571 -3.931856 0.0 0.0 0.0
H 0.000358 -2.407633 -2.409445 0.0 0.0 0.1
H 0.050050 -0.993852 -3.210726 -0.1 0.0 -0.1
H 2.182201 0.290887 -3.542543 0.0 0.0 0.0
H 3.668825 -0.583104 -3.290409 0.0 0.0 0.0
H 3.544451 1.003845 -1.561271 0.0 0.0 0.0
H 1.105042 1.265536 -1.747402 0.0 0.1 0.0
H 1.675683 1.391930 -0.239939 0.1 0.0 0.0
H 2.633279 -0.952183 0.343125 0.0 0.0 0.0
H 4.280212 -0.469708 -0.000946 0.0 0.0 0.0
I -1.080509 2.991178 0.443551 -0.1 -0.1 -0.1
C -1.027241 3.739606 2.410003 0.0 0.0 0.0
C -1.129650 5.104176 2.398597 0.0 0.1 0.1
C -1.202936 5.846812 3.591024 0.0 0.0 -0.1
C -1.195130 5.181969 4.772318 0.0 0.0 0.0
C -1.090321 3.769746 4.818358 0.0 0.0 0.0
C -1.110155 3.161379 6.094240 0.0 0.0 0.0
C -1.018116 1.812548 6.224617 0.0 0.0 0.0
C -0.872199 1.034924 5.067944 0.0 0.0 0.1
C -0.836150 1.563405 3.799369 0.0 0.0 -0.1
P -0.465766 0.252591 2.525134 0.0 0.0 0.3
C 1.225176 -0.152978 3.120757 0.0 0.0 0.0
C 2.197706 0.748535 2.675718 0.0 0.0 0.0
C 3.530718 0.597210 3.022455 0.0 0.0 0.0
C 3.920616 -0.477216 3.813768 0.0 0.0 0.0
C 2.963134 -1.371781 4.270880 0.0 0.0 0.0
C 1.623694 -1.206703 3.935730 0.0 0.0 0.0
C -1.718366 -0.992526 3.008276 0.0 0.1 0.0
C -3.022876 -0.487838 2.968107 0.0 0.0 0.0
C -4.112557 -1.323655 3.133540 0.0 0.0 0.0
C -3.920980 -2.683811 3.335359 0.0 0.0 0.0
C -2.634901 -3.193237 3.379533 0.0 0.0 0.0
C -1.539089 -2.355838 3.216836 0.0 0.0 -0.1
C -0.975133 2.981959 3.626355 0.0 0.0 0.0
H -1.172345 5.625887 1.452839 0.0 0.0 0.0
H -1.283545 6.924202 3.550505 0.0 0.0 0.0
H -1.272170 5.717273 5.710106 0.0 0.0 0.0
H -1.206318 3.799614 6.963560 0.0 0.0 0.0
H -1.042289 1.339214 7.196602 0.0 0.0 0.0
H -0.779594 -0.037684 5.189779 0.0 0.0 0.0
H 1.897851 1.601687 2.071817 0.0 0.0 0.0
H 4.262197 1.322141 2.687412 0.0 0.0 0.0
H 4.958114 -0.596820 4.098468 0.0 0.0 0.0
H 3.251656 -2.193924 4.913582 0.0 0.0 0.0
H 0.896816 -1.903177 4.327901 0.0 0.0 0.0
H -3.190467 0.571532 2.800731 0.0 0.0 0.0
H -5.113763 -0.913983 3.096139 0.0 0.0 0.0
H -4.771252 -3.342978 3.447383 0.0 0.0 0.0
H -2.473613 -4.254179 3.518079 0.0 0.0 0.0
H -0.557185 -2.798716 3.210773 0.0 0.0 0.0
Cl 0.991858 -2.832174 1.139635 0.1 -0.1 0.0
C 0.008452 -4.144263 0.420357 0.0 -0.1 0.1
C 0.387209 -5.453626 0.661404 0.0 0.1 0.0
C -0.405677 -6.474956 0.174341 0.0 0.0 0.0
C -1.582835 -6.124351 -0.513270 0.0 0.0 0.0
C -1.947591 -4.819912 -0.704758 0.1 0.0 -0.1
Cl -3.431272 -4.474759 -1.549988 0.0 0.0 0.0
C -1.181968 -3.658677 -0.251889 -0.1 0.0 0.0
N -1.484481 -2.416009 -0.404195 -0.2 -0.9 0.0
H 1.281376 -5.671160 1.236401 0.0 0.0 0.0
H -0.140432 -7.510343 0.328474 0.0 0.0 0.0
H -2.231127 -6.902991 -0.895143 0.0 0.0 0.0
S -4.278414 0.100495 -0.396011 0.0 0.0 0.0
C -3.094891 0.418017 -1.347999 -0.2 0.0 -0.1
N -2.121418 0.643523 -2.038887 0.0 0.2 -0.1
Ge -2.216330 1.597590 -3.689536 -0.2 -0.1 -0.1
C -1.895305 3.459327 -3.321924 0.0 0.1 0.1
C -0.633041 3.970776 -3.017853 0.0 0.0 0.0
C -0.457265 5.323005 -2.768492 0.0 0.0 0.0
C -1.546862 6.181353 -2.816174 0.0 0.0 0.0
C -2.809234 5.686840 -3.109196 0.0 0.0 0.0
C -2.982734 4.333214 -3.362170 0.0 0.0 0.0
C -0.949744 0.770625 -4.889631 0.1 -0.1 -0.1
C -1.200065 -0.530729 -5.336128 0.0 0.0 0.1
C -0.351014 -1.142971 -6.247017 0.0 0.0 0.0
C 0.749344 -0.452447 -6.739423 0.0 0.0 0.0
C 0.994489 0.849035 -6.326286 0.0 0.0 0.0
C 0.149061 1.457980 -5.406237 0.0 0.0 0.0
H -3.654035 1.354825 -4.156560 0.0 0.0 0.0
H 0.229501 3.314646 -2.957834 0.0 0.0 0.0
H 0.526985 5.706179 -2.532426 0.0 0.0 0.0
H -1.411274 7.237781 -2.625229 0.0 0.0 0.0
H -3.659776 6.354528 -3.142636 0.0 0.0 0.0
H -3.974210 3.960366 -3.591064 0.0 0.0 0.0
H -2.062929 -1.077477 -4.969149 0.0 0.0 0.0
H -0.558555 -2.150041 -6.584799 0.0 0.0 0.0
H 1.402626 -0.923235 -7.462771 0.0 0.0 0.0
H 1.836207 1.396995 -6.729855 0.0 0.0 0.0
H 0.338091 2.485330 -5.121615 0.0 0.0 0.0

---

No. 6
6
Properties=species:S:1:pos:R:3:forces:R:3 method="wB97M-V/def2-TZVPD" homo_energy_ev=-10.76 homo_lumo_gap_ev=10.91
C 0.781307 0.335832 -0.139771 1.6 0.2 2.2
N -0.581723 0.170640 0.215844 -1.3 0.7 -1.2
O 1.682988 0.854132 0.475720 -1.6 -0.7 -0.2
O -1.446771 -0.575288 1.010917 1.2 -0.2 0.6
O -1.298077 -0.882616 -0.390798 0.2 0.4 0.0
H 0.862275 0.097300 -1.171912 -0.2 -0.4 -1.3